[1]
The following is a DFT calculation (wB97M-V/def2-TZVPD) of a structure of composition C44H53CrN5 in a non-equilibrium geometry.

Values from the calculation:
2S+1: 2
E_tot: -3026.84511 a.u.
total charge: -1

Last column: Löwdin charge in e.
Positions of all 103 atoms, in Å:
Cr  0.0684  0.1130  -0.0323  0.810
C  -5.0118  3.6236  0.1928  -0.098
C  -4.1581  3.7010  -1.0786  -0.205
C  -3.2442  2.5274  -1.2560  -0.152
C  -3.3403  1.5108  -2.1794  -0.154
C  -4.4091  1.3065  -3.2105  -0.205
C  -4.0312  1.9237  -4.5642  -0.098
C  -2.2044  0.6716  -1.9805  -0.232
C  -1.8536  -0.4061  -2.8027  0.026
C  -0.7124  -1.1640  -2.6808  -0.252
C  -0.3710  -2.2661  -3.5556  -0.139
C  -1.1586  -2.6819  -4.7581  -0.191
C  -2.3921  -3.5194  -4.3912  -0.088
C  0.7583  -2.8314  -3.0540  -0.140
C  1.1127  -2.0740  -1.8757  -0.251
C  2.1594  -2.3809  -1.0471  0.031
C  2.5473  -1.6571  0.0815  -0.231
N  1.9288  -0.5080  0.5147  0.040
C  2.7085  -0.0309  1.5292  -0.236
C  2.5205  1.2023  2.1631  0.027
C  1.5294  2.1030  1.8495  -0.239
N  0.4584  1.8451  1.0286  0.044
C  -0.3088  2.9942  1.0636  -0.240
C  -1.5029  3.1679  0.4155  0.030
C  -2.0450  2.2919  -0.5256  -0.234
N  -1.4357  1.1373  -0.9504  0.041
C  0.3132  3.9975  1.8931  -0.142
C  1.4566  3.4468  2.3790  -0.138
C  2.5016  4.0977  3.2305  -0.200
C  2.2908  3.8614  4.7306  -0.094
C  -0.1605  5.4090  2.0499  -0.196
C  0.2330  6.2616  0.8357  -0.091
C  3.8049  -0.9102  1.7801  -0.152
C  3.7045  -1.9327  0.8620  -0.152
C  4.6152  -3.1101  0.6860  -0.198
C  5.6924  -2.8783  -0.3822  -0.093
C  4.8973  -0.6666  2.7762  -0.198
C  5.9755  0.2739  2.2180  -0.093
N  0.2170  -1.0428  -1.6804  0.028
C  1.4874  -4.0411  -3.5486  -0.189
C  1.1527  -5.2942  -2.7275  -0.089
H  -5.6627  4.4977  0.2796  0.062
H  -4.3831  3.5719  1.0821  0.064
H  -5.6336  2.7271  0.1744  0.073
H  -3.5661  4.6218  -1.0611  0.105
H  -4.8244  3.7726  -1.9420  0.096
H  -5.3422  1.7512  -2.8554  0.099
H  -4.5947  0.2365  -3.3363  0.101
H  -3.9069  3.0031  -4.4622  0.069
H  -4.7953  1.7302  -5.3220  0.062
H  -3.0823  1.5105  -4.9088  0.067
H  -2.5202  -0.6379  -3.6241  0.095
H  -0.5192  -3.2651  -5.4246  0.097
H  -1.4765  -1.7925  -5.3092  0.106
H  -2.0856  -4.4408  -3.8936  0.065
H  -2.9675  -3.7740  -5.2844  0.064
H  -3.0386  -2.9690  -3.7074  0.065
H  2.7646  -3.2410  -1.3071  0.098
H  3.2440  1.4935  2.9139  0.095
H  -2.0443  4.0862  0.6085  0.099
H  2.5092  5.1737  3.0357  0.102
H  3.4833  3.7147  2.9418  0.103
H  1.3275  4.2631  5.0490  0.070
H  3.0783  4.3427  5.3153  0.064
H  2.2956  2.7933  4.9529  0.070
H  0.2756  5.8427  2.9529  0.100
H  -1.2456  5.4352  2.1764  0.104
H  1.3177  6.2626  0.7154  0.073
H  -0.1041  7.2954  0.9440  0.064
H  -0.2024  5.8462  -0.0732  0.070
H  4.0247  -3.9894  0.4153  0.101
H  5.0989  -3.3354  1.6399  0.098
H  5.2320  -2.5919  -1.3287  0.069
H  6.2899  -3.7798  -0.5421  0.063
H  6.3618  -2.0728  -0.0790  0.056
H  5.3597  -1.6164  3.0578  0.097
H  4.4810  -0.2321  3.6887  0.101
H  6.4118  -0.1483  1.3127  0.058
H  6.7741  0.4436  2.9455  0.063
H  5.5352  1.2360  1.9520  0.066
H  2.5654  -3.8617  -3.5135  0.106
H  1.2257  -4.2227  -4.5934  0.097
H  1.3879  -5.1394  -1.6745  0.065
H  1.7180  -6.1582  -3.0848  0.065
H  0.0869  -5.5172  -2.7979  0.065
C  -1.7261  -3.4138  -0.2698  -0.028
C  -2.0632  -3.0157  1.1366  -0.200
C  -2.8261  -3.8345  1.9522  -0.074
C  -3.1403  -3.4731  3.2556  -0.108
C  -2.6759  -2.2638  3.7588  -0.074
C  -1.9100  -1.4164  2.9807  -0.208
C  -1.3861  -0.1035  3.4908  -0.041
C  -1.5917  -1.7775  1.6423  -0.259
N  -0.8549  -0.9394  0.8997  0.009
H  -2.1301  -4.4001  -0.5025  0.074
H  -0.6430  -3.4302  -0.4130  0.076
H  -2.1261  -2.6880  -0.9824  0.078
H  -3.1843  -4.7802  1.5591  0.099
H  -3.7430  -4.1278  3.8734  0.088
H  -2.9119  -1.9773  4.7782  0.099
H  -1.6781  0.0585  4.5290  0.071
H  -1.7599  0.7185  2.8753  0.080
H  -0.2970  -0.0731  3.4089  0.079

[2]
The following is a DFT calculation (wB97M-V/def2-TZVPD) of a cluster of 2 separate species, C5H8Cl2N2O4 in total in a non-equilibrium geometry.

Values from the calculation:
2S+1: 1
E_tot: -1525.88873 a.u.
SMILES: CC/C=C/[N+](=O)[O-].[O-][N+](O)=C(Cl)Cl

Last column: natural (NBO) charge in e.
Positions of all 21 atoms, in Å:
C  2.1592  -0.2628  -1.1051  -0.608
C  1.6914  -0.0746  0.4346  -0.458
C  0.6383  -1.0033  0.8898  -0.060
C  -0.4358  -1.3989  0.1471  -0.170
C  -1.9897  1.1759  -0.1635  -0.034
N  -1.4330  -2.2723  0.6703  0.495
N  -1.0644  2.0391  -0.5574  0.333
O  -2.3883  -2.5459  -0.0146  -0.362
O  -1.2682  -2.6887  1.8452  -0.424
O  -0.5613  2.2176  -1.6340  -0.451
O  -0.4017  2.6565  0.5316  -0.541
Cl  -2.5451  1.2255  1.4328  0.114
Cl  -2.8980  0.3329  -1.3458  0.111
H  2.9689  0.4863  -1.0777  0.218
H  1.3005  0.1343  -1.7017  0.223
H  2.3935  -1.3552  -1.0881  0.223
H  1.2552  0.9061  0.5124  0.235
H  2.5960  -0.2235  1.0179  0.216
H  0.7164  -1.4926  1.8166  0.238
H  0.1270  3.2696  0.1511  0.481
H  -0.8608  -1.1260  -0.7614  0.221

[3]
The following is a DFT calculation (wB97M-V/def2-TZVPD) of a cluster of 7 separate species, C34H85NO28P8S in total in a non-equilibrium geometry.

Values from the calculation:
2S+1: 1
E_tot: -6636.23242 a.u.
energy above the lowest of the compared OMol25 structures with the same formula, charge and spin: 169.0 kcal per mole
SMILES: CCP(CC)COC[C@@H](CCCCn1cccc1)OCP(O)(O)=S.COP(=O)(OC)OC.COP(=O)(OC)OC.COP(=O)(OC)OC.COP(=O)(OC)OC.COP(=O)(OC)OC.COP(=O)(OC)OC

Last column: Löwdin charge in e.
Positions of all 157 atoms, in Å:
C  -2.7304  -3.2118  5.2918  -0.180
C  -2.2165  -4.3643  4.2992  -0.426
P  -0.8599  -3.8396  3.0899  0.978
C  -1.5358  -4.1459  1.3256  -0.435
C  -1.3752  -5.6972  0.9414  -0.193
C  -0.3851  -2.0069  3.2871  -0.387
O  1.0603  -1.9481  3.2659  -0.239
C  1.5436  -0.7423  2.6494  -0.149
C  1.4298  -0.7430  1.0396  -0.287
C  0.7635  0.6269  0.4561  -0.118
C  -0.8168  0.3666  0.3892  -0.199
C  -1.6152  1.3108  -0.6366  -0.169
C  -2.5074  0.4162  -1.6648  -0.148
N  -2.8865  1.3605  -2.7829  -0.224
C  -2.5459  1.0445  -4.1455  -0.093
C  -3.0844  2.2915  -4.8988  -0.075
C  -3.7150  3.2597  -3.8284  -0.072
C  -3.5631  2.5876  -2.4517  -0.057
O  2.7315  -0.8947  0.3757  -0.197
C  2.4574  -1.7753  -0.7578  -0.317
P  3.8447  -1.7926  -2.0394  0.316
O  3.3038  -2.7244  -3.3876  -0.239
O  4.2288  -0.1928  -2.4803  -0.251
S  5.4120  -2.5849  -1.2214  0.268
H  -3.3642  -3.6616  6.1317  0.076
H  -3.3395  -2.4527  4.6964  0.079
H  -1.8166  -2.7461  5.7947  0.044
H  -3.1270  -4.7479  3.7145  0.059
H  -1.8075  -5.2563  4.9010  0.072
H  -2.6674  -3.9057  1.2904  0.075
H  -1.0436  -3.4666  0.5394  0.056
H  -0.3638  -6.1115  1.2833  0.062
H  -2.1942  -6.2804  1.4915  0.073
H  -1.4745  -5.9224  -0.1704  0.067
H  -0.8155  -1.5176  4.2359  0.099
H  -0.8826  -1.4517  2.4074  0.072
H  1.1150  0.2256  3.1024  0.135
H  2.6765  -0.6985  2.8758  0.144
H  0.8186  -1.6673  0.7643  0.117
H  1.2475  0.8452  -0.5537  0.110
H  1.0502  1.4779  1.1795  0.127
H  -1.0161  -0.7340  0.1045  0.101
H  -1.2458  0.5500  1.4421  0.118
H  -2.3032  1.9780  -0.0157  0.104
H  -0.9058  1.9245  -1.2997  0.125
H  -1.8431  -0.4093  -2.1213  0.129
H  -3.4337  -0.0296  -1.1656  0.138
H  -2.0078  0.1216  -4.5412  0.129
H  -3.0247  2.4649  -6.0237  0.076
H  -4.2040  4.2717  -3.9985  0.075
H  -3.8725  2.9594  -1.4149  0.122
H  2.3817  -2.8415  -0.3278  0.136
H  1.4817  -1.5095  -1.2985  0.105
H  2.3451  -2.5094  -3.4628  0.060
H  3.3777  0.2550  -2.7105  0.070
C  11.1599  1.4862  0.5298  -0.135
O  10.0102  0.7525  0.1284  -0.325
P  8.4719  1.3580  0.5935  0.759
O  8.8563  2.8132  0.3675  -0.281
O  8.7641  0.9185  2.1562  -0.265
C  9.1355  -0.4340  2.4184  -0.121
O  6.8736  1.8227  1.0233  -0.238
C  5.9607  0.7496  1.2529  -0.132
H  12.0185  0.8129  0.4780  0.091
H  11.3301  2.3164  -0.1529  0.084
H  11.0646  1.8476  1.5552  0.087
H  10.2013  -0.4703  2.6588  0.088
H  8.9412  -1.0831  1.5616  0.086
H  8.5709  -0.8012  3.2760  0.087
H  6.2064  0.2352  2.1858  0.083
H  5.9906  0.0437  0.4208  0.048
H  4.9531  1.1598  1.3335  0.085
C  0.4529  -3.1288  9.2138  -0.132
O  -0.3147  -2.3321  10.1080  -0.330
P  -1.2541  -1.0583  9.4402  0.752
O  -1.6652  -1.8601  8.2141  -0.271
O  0.1195  -0.1971  9.1343  -0.267
C  1.0224  0.0389  10.2133  -0.124
O  -2.2058  0.2755  8.9159  -0.241
C  -2.2819  1.3731  9.8233  -0.141
H  1.2328  -3.6247  9.7962  0.091
H  -0.1765  -3.8915  8.7593  0.084
H  0.9300  -2.5188  8.4449  0.089
H  1.9035  -0.5952  10.0856  0.089
H  0.5652  -0.1774  11.1817  0.084
H  1.3374  1.0828  10.1957  0.087
H  -1.3248  1.8999  9.8641  0.079
H  -2.5557  1.0235  10.8212  0.080
H  -3.0473  2.0648  9.4693  0.089
C  6.7695  8.0726  -4.2727  -0.144
O  6.5793  7.7260  -2.9080  -0.336
P  7.9794  7.4537  -1.9484  0.743
O  8.7710  8.5846  -2.5896  -0.274
O  8.2616  6.0314  -2.7354  -0.262
C  7.2094  5.0704  -2.7915  -0.122
O  9.2761  7.1204  -0.8711  -0.241
C  9.0109  6.1250  0.1189  -0.135
H  5.8380  7.8601  -4.8031  0.085
H  6.9827  9.1361  -4.3614  0.082
H  7.5683  7.4834  -4.7263  0.087
H  6.7959  5.0536  -3.8037  0.084
H  6.4098  5.3003  -2.0836  0.084
H  7.6125  4.0836  -2.5616  0.085
H  8.9590  5.1358  -0.3408  0.054
H  8.0732  6.3441  0.6345  0.081
H  9.8238  6.1307  0.8461  0.090
C  -6.9867  -3.2764  1.6381  -0.130
O  -7.2664  -4.0043  2.8289  -0.334
P  -6.7294  -5.6336  2.9161  0.756
O  -5.4245  -5.3146  2.1994  -0.279
O  -7.8874  -6.0773  1.8285  -0.263
C  -9.2466  -5.7592  2.1223  -0.122
O  -6.2302  -7.2738  3.0560  -0.244
C  -7.0953  -8.1194  3.8111  -0.142
H  -7.6757  -2.4299  1.5964  0.093
H  -5.9688  -2.8923  1.6659  0.078
H  -7.1393  -3.8907  0.7494  0.091
H  -9.5662  -4.9348  1.4797  0.091
H  -9.3804  -5.4691  3.1671  0.083
H  -9.8716  -6.6280  1.9132  0.086
H  -8.0199  -8.3079  3.2592  0.079
H  -7.3260  -7.6630  4.7763  0.079
H  -6.5898  -9.0706  3.9824  0.088
C  2.4457  1.4039  -7.0635  -0.139
O  1.5490  2.3488  -6.4931  -0.342
P  0.4164  3.1100  -7.5382  0.744
O  0.1803  1.8320  -8.3297  -0.269
O  1.6223  3.9982  -8.2298  -0.263
C  2.4484  4.7924  -7.3796  -0.122
O  -0.7513  3.9104  -8.5155  -0.247
C  -1.0623  5.2486  -8.1326  -0.141
H  3.2923  1.2947  -6.3815  0.088
H  1.9556  0.4373  -7.1633  0.081
H  2.8215  1.7434  -8.0300  0.090
H  3.4299  4.3190  -7.2934  0.089
H  2.0178  4.9041  -6.3818  0.084
H  2.5747  5.7804  -7.8233  0.088
H  -0.2234  5.9129  -8.3559  0.079
H  -1.2983  5.2944  -7.0670  0.077
H  -1.9321  5.5800  -8.7014  0.089
C  -10.0465  -2.1076  -4.1464  -0.139
O  -8.7946  -2.1458  -4.8185  -0.331
P  -7.3937  -1.7011  -3.9283  0.748
O  -7.8593  -2.3795  -2.6477  -0.276
O  -7.8632  -0.1195  -3.9485  -0.265
C  -8.1568  0.4814  -5.2085  -0.124
O  -5.9094  -1.2565  -3.1824  -0.236
C  -4.9519  -0.6287  -4.0363  -0.143
H  -10.8304  -2.0616  -4.9060  0.090
H  -10.1842  -3.0153  -3.5622  0.083
H  -10.1301  -1.2259  -3.5087  0.087
H  -9.2391  0.6037  -5.3012  0.088
H  -7.7938  -0.1235  -6.0426  0.084
H  -7.6884  1.4651  -5.2544  0.087
H  -5.2777  0.3815  -4.2959  0.080
H  -4.8103  -1.2189  -4.9453  0.090
H  -4.0065  -0.5652  -3.5069  0.036

- What is the E_tot in the third record?
  -6636.23242 a.u.

- Which of these has the lowest E_tot?
  C34H85NO28P8S

- Which value of 2S+1 does entry 1 give?
  2

- Which value of 2S+1 does entry 1 give?
  2